No. 1
The following is a DFT calculation (ωB97M-V/def2-TZVPD) of a cluster of 2 separate species, C5H7N in total.

Geometry (Å):
H1 -2.838 1.330 1.575
H2 -2.656 0.659 -0.055
C1 -0.918 0.418 1.197
H3 -0.513 -0.017 2.107
H4 1.957 -0.256 -1.274
C2 -0.073 0.909 0.326
H5 3.352 -3.222 -1.944
C3 2.428 -1.200 -1.484
C4 -2.411 0.501 0.999
H6 0.958 2.276 -0.489
N1 0.697 1.293 -0.558
H7 -2.900 -0.421 1.326
C5 2.919 -2.271 -1.726

Cartesian forces, eV/Å:
0.0339 -0.1477 -0.0628
0.0176 -0.0062 0.1605
0.1840 0.0846 -0.1413
-0.0134 0.0955 -0.1385
0.1081 -0.2303 -0.0696
0.1362 0.1293 -0.1542
-0.0478 0.1446 0.0389
0.1848 -0.4884 -0.1332
-0.1208 0.0062 -0.0336
-0.0171 -0.0373 0.0306
-0.3766 -0.0859 0.4641
0.0928 0.1120 -0.0552
-0.1815 0.4236 0.0943

Results
- HOMO-LUMO gap: 9.95 eV
- SMILES: CC=C=N.C#C
- LUMO level: 0.89 eV
- Largest force on an atom: 0.60 eV/A
- Net charge: 0
- Energy above the lowest of the compared OMol25 structures with the same formula, charge and spin: 81.9 kcal/mol
- Highest occupied orbital energy: -9.06 eV

=====

No. 2
The following is a DFT calculation (ωB97M-V/def2-TZVPD) of a cluster of 7 separate species, C2H18O6 in total.

Geometry (Å):
H1 -1.851 -1.947 0.988
H2 -2.260 -0.357 -0.686
H3 -3.303 -2.451 0.412
H4 -2.270 0.230 -2.293
H5 -1.913 1.161 1.665
C1 -0.305 -0.545 -1.632
H6 0.039 -1.442 -1.131
O1 0.643 2.803 1.081
O2 -2.809 -1.922 1.033
H7 1.369 2.594 1.685
O3 2.612 -2.674 -0.418
O4 -0.144 -0.705 1.456
C2 -1.818 -0.538 -1.658
H8 3.207 1.339 -1.896
H9 0.745 3.754 1.026
H10 2.048 -1.923 -0.218
H11 3.387 1.974 -0.457
H12 0.733 -0.317 1.385
H13 0.205 -0.454 -2.584
H14 3.464 -2.217 -0.398
O5 -1.611 1.745 2.368
H15 -2.299 -1.462 -1.990
H16 -0.481 -0.370 2.295
H17 -0.793 2.139 2.046
H18 -0.031 0.370 -1.103
O6 3.435 1.214 -0.977

Cartesian forces, eV/Å:
0.0344 -0.4808 -0.6659
0.2837 0.0197 0.3461
0.6809 -0.3300 -0.3735
0.4027 0.1230 -0.1523
0.0003 0.0731 -0.0792
-0.2567 0.6875 0.1762
0.2969 0.0567 0.2009
0.7577 0.0060 0.3413
-0.6792 0.7780 1.2105
-0.0960 -0.3376 -0.0581
0.4259 0.5632 0.1291
0.0247 -0.1155 0.1813
-1.1910 -0.0038 -0.6577
-0.1593 0.6123 0.0411
-0.3750 0.4200 -0.2774
-0.5901 -0.0946 -0.0254
-0.3227 2.1222 0.6044
0.0124 -0.0236 -0.1259
-0.2648 -0.3076 -0.4442
0.1748 -0.4364 -0.1419
-0.2601 -0.2616 0.4329
0.3832 -0.1674 -0.1118
-0.1141 0.0760 0.0643
-0.0360 0.1060 -0.3428
0.4222 -0.2766 0.3500
0.4452 -2.8083 -0.6222

Results
- HOMO-LUMO gap: 10.63 eV
- SMILES: CC.O.O.O.O.O.O
- LUMO level: -0.20 eV
- Largest force on an atom: 2.91 eV/A
- Net charge: 0
- Energy above the lowest of the compared OMol25 structures with the same formula, charge and spin: 20.7 kcal/mol
- Highest occupied orbital energy: -10.83 eV

=====

No. 3
The following is a DFT calculation (ωB97M-V/def2-TZVPD) of a structure of composition C49H54AsBaN6O5S7SeTe.

Geometry (Å):
H1 -3.065 -2.958 2.935
C1 8.324 -2.159 -0.634
H2 1.540 7.865 2.403
H3 -1.661 -1.117 -4.901
H4 -0.887 1.278 -2.244
H5 1.899 -5.252 -4.211
H6 0.380 6.379 -0.623
C2 -5.074 3.860 -0.816
H7 8.509 -0.295 -1.673
C3 2.378 7.225 2.667
H8 -0.805 6.249 0.702
C4 -5.121 0.319 -0.491
H9 9.380 -2.390 -0.696
H10 2.543 3.397 -0.374
H11 0.291 -4.066 -2.749
O1 2.888 1.836 2.713
C5 -0.608 -1.008 -4.671
C6 0.601 4.435 3.091
C7 3.015 -3.097 3.805
C8 -0.225 5.693 -0.032
C9 1.351 -3.850 -2.684
C10 3.602 -4.202 -3.430
C11 7.835 -0.983 -1.179
H12 1.670 -4.483 2.879
H13 -1.769 3.234 -3.439
H14 1.502 1.530 4.202
H15 -3.339 -3.745 -2.880
N1 -2.211 -0.211 -2.057
H16 -0.303 -2.437 2.871
S1 2.058 6.465 4.289
H17 1.146 0.101 5.197
C12 4.053 -3.255 -2.522
C13 3.877 -2.026 3.606
O2 -0.529 2.192 0.017
H18 -2.589 -4.018 1.615
H19 1.962 -3.546 0.624
C14 -0.126 -1.680 3.635
O3 0.163 0.102 1.795
H20 1.088 -2.334 -1.206
Te1 -2.345 -0.729 1.028
H21 3.288 7.812 2.772
C15 1.803 -2.888 -1.799
C16 2.505 -3.113 1.456
C17 5.601 -1.570 -0.472
O4 2.545 2.515 -0.772
C18 0.632 5.503 3.942
C19 -6.618 -3.092 0.220
H22 -4.296 0.388 -1.200
C20 -4.446 -2.980 1.290
H23 2.521 6.437 1.933
C21 3.368 -2.046 1.244
H24 -6.114 3.565 -0.860
H25 -8.120 -3.785 -1.150
H26 -1.067 -1.222 3.935
N2 -2.957 -3.682 -1.948
C22 -4.625 4.607 0.271
C23 -2.902 3.913 -1.749
H27 0.446 4.997 0.476
S2 -1.309 -2.486 -0.221
H28 -3.893 -4.508 2.695
C24 -4.218 3.494 -1.844
H29 -8.726 -3.409 0.463
C25 -3.308 5.027 0.369
C26 6.105 -2.748 0.074
H30 3.135 -0.560 -3.855
C27 -6.429 -1.799 -0.249
C28 -0.738 4.408 -2.071
C29 -5.263 -1.092 0.012
H31 4.733 -0.684 2.175
C30 -5.627 -3.659 1.004
H32 0.378 -2.132 4.489
H33 2.398 2.655 -1.718
H34 0.033 -2.002 -6.457
H35 -4.919 1.004 0.335
H36 -0.181 0.942 4.320
C31 -4.244 -1.698 0.756
Ba1 1.383 0.564 0.066
C32 3.159 -2.595 -1.685
C33 1.692 -1.328 -5.257
S3 -1.014 3.679 2.990
C34 -3.443 -3.656 2.186
C35 1.145 -0.176 -3.186
H37 4.302 -4.697 -4.091
H38 6.086 0.228 -1.519
C36 6.480 -0.690 -1.096
As1 3.670 -1.158 -0.465
N3 -1.818 3.777 -2.595
H39 -4.563 2.910 -2.686
H40 -0.485 2.543 0.916
H41 -7.799 -4.889 0.197
H42 -6.037 0.645 -0.985
C37 2.251 -4.511 -3.505
H43 7.834 -3.964 0.419
H44 4.400 -1.588 4.446
C38 -2.451 4.676 -0.663
C39 2.337 -3.644 2.729
S4 -0.856 5.963 4.747
C40 2.087 -0.685 -4.105
N4 2.550 0.847 2.088
C41 -1.164 0.283 -2.587
Se1 0.877 4.559 -2.883
H45 -7.211 -1.337 -0.841
S5 1.882 3.871 2.119
N5 -2.620 -1.457 -2.400
C42 -2.361 -2.468 -1.678
N6 -1.120 4.973 -0.905
H46 5.428 -3.445 0.554
C43 -7.887 -3.841 -0.086
O5 1.503 0.355 -2.049
C44 7.456 -3.042 -0.004
H47 -2.472 -4.500 -1.622
H48 -2.972 5.604 1.220
H49 -1.278 1.572 0.053
S6 1.111 -0.432 2.877
C45 4.057 -1.516 2.335
H50 -5.769 -4.656 1.406
S7 -3.482 4.585 4.380
H51 -5.318 4.868 1.060
C46 0.341 -1.500 -5.549
C47 -0.226 -0.330 -3.517
H52 2.878 -3.507 4.798
H53 5.106 -3.007 -2.487
C48 -1.873 4.742 4.068
H54 2.443 -1.714 -5.937
C49 0.867 0.655 4.303

Cartesian forces, eV/Å:
0.0622 -0.0468 -0.0007
0.0267 0.0123 0.0019
0.0426 0.0793 -0.0975
-0.0230 -0.0229 0.0776
-0.1558 0.0622 0.0313
0.0051 -0.0005 -0.0228
-0.0545 0.0173 -0.0265
-0.0480 -0.0045 -0.0212
-0.0101 0.0357 0.0054
-0.2252 -0.0740 0.2918
-0.0427 -0.0247 0.0068
-0.0701 -0.1076 -0.0152
0.0188 0.0103 -0.0080
-0.0727 0.0226 -0.0246
-0.0268 0.0425 -0.0328
0.8292 -1.9075 0.2553
-0.0129 0.0787 -0.1061
-0.0532 0.3560 -0.1381
0.0151 -0.0935 0.0026
0.1492 0.1658 0.0755
-0.0893 -0.0256 0.0052
-0.0682 -0.0298 -0.0615
0.0955 -0.0060 -0.0354
-0.0336 0.0102 -0.0123
0.0629 0.0534 -0.0274
-0.0116 0.0829 -0.0483
0.0224 -0.0388 -0.0091
-0.0057 0.4636 0.1544
-0.0809 -0.1018 0.0541
-0.0268 -0.0028 -0.0875
-0.0779 -0.0603 0.0532
0.0962 0.1652 0.0732
0.1399 -0.0688 -0.0173
-1.2742 0.6674 -0.1877
0.0675 0.0059 0.0247
0.0105 -0.0363 0.0223
0.2384 0.2599 -0.3605
-3.2035 -1.0676 3.2965
-0.0682 -0.0778 -0.0256
-1.0860 -0.4197 0.6696
0.0185 0.0547 -0.0037
0.0936 0.0694 0.0558
-0.0010 0.0188 -0.2023
-0.0265 0.0945 -0.0776
1.1409 1.5423 -0.4060
0.0414 -0.0085 0.0817
-0.0042 -0.0484 0.0171
0.0586 0.0906 0.0362
0.0953 0.0452 0.1398
0.0159 -0.0043 -0.0595
-0.0550 -0.2957 0.3293
-0.0032 -0.0536 0.0059
-0.0407 -0.0248 -0.0143
-0.0391 0.0151 -0.0139
-0.0309 -0.1285 -0.0541
-0.0186 0.0163 0.0442
-0.1278 0.1243 0.2253
-0.0170 0.0679 0.0288
0.1378 0.0798 -0.2028
-0.0525 0.0185 -0.0025
0.0705 -0.0020 -0.0335
-0.0497 -0.0285 -0.0191
0.1115 0.0091 -0.0148
-0.0636 -0.0402 0.0105
0.0047 -0.0290 -0.0763
-0.0316 -0.0830 0.0079
-0.0120 0.1849 -0.0660
0.0774 0.1763 -0.0476
-0.0061 0.0236 0.0822
-0.0012 0.1070 -0.0672
0.0188 -0.0516 0.0452
-0.1604 0.0434 -0.0321
0.0085 -0.0167 0.0042
-0.0007 0.0640 -0.0688
-0.0913 -0.1002 -0.0153
-0.0211 -0.0569 0.0354
0.4858 0.6753 -1.1318
-0.1005 -0.1567 -0.1074
0.0923 0.0024 0.0315
0.4354 0.5688 0.3863
-0.0491 -0.0093 0.0233
-0.0031 -0.2590 -0.7090
0.0394 0.0060 0.0293
0.0928 0.0058 -0.0047
-0.2595 0.0701 0.0064
2.4129 -1.3175 -0.4352
-0.0732 -0.0181 0.2789
0.0015 -0.0319 -0.0114
0.0873 0.2020 0.0426
-0.0287 -0.0239 -0.0109
-0.0157 0.0146 0.0157
-0.0056 -0.0454 0.0046
-0.0054 -0.0039 0.0134
0.0437 0.0084 -0.0108
-0.2969 -0.0769 -0.0995
0.0284 -0.0556 0.0940
-0.1148 -0.4221 -0.3260
0.0489 0.2119 0.0774
2.1114 1.2669 2.0774
0.0923 -0.0969 0.0967
0.3961 0.0188 -0.2998
0.0170 0.0639 -0.0050
-0.9779 0.9342 -0.2590
-0.2875 -0.4832 -0.4816
0.3059 0.5638 0.1960
-0.1966 -0.2002 -0.3446
0.0420 -0.0048 0.0088
0.0496 0.0796 0.0386
-0.1540 -0.6038 -4.8327
-0.0071 -0.0056 -0.0085
-0.0039 0.0055 0.0070
0.0082 -0.0197 0.0442
-0.1913 0.1445 -0.0780
-1.1965 -0.8663 2.7036
0.1950 -0.0459 -0.1284
-0.0031 -0.0080 0.0108
-0.1845 -0.0017 0.0429
0.0081 -0.0106 0.0431
-0.1114 -0.0813 -0.0939
0.4454 -0.1963 -0.0367
-0.0228 0.0055 0.0151
0.0063 -0.0846 0.0057
0.1791 0.0494 -0.0560
0.0123 -0.0032 -0.0021
0.5512 -0.0125 -0.2280

Results
- HOMO-LUMO gap: 5.53 eV
- LUMO level: 1.77 eV
- Largest force on an atom: 4.87 eV/A
- Net charge: -1
- Highest occupied orbital energy: -3.76 eV